DFT (wB97M-V/def2-TZVPD) results for 2 unconnected molecules or ions with the total composition C2H7N4O at a distorted geometry.

Element x y z (Å)
C -2.725 -0.006 0.097
C 1.026 0.223 -0.006
N 2.348 0.218 0.091
N 0.356 1.366 -0.190
N -2.232 -1.174 -0.088
N 0.308 -0.880 0.215
O -2.408 1.135 0.206
H -3.853 -0.376 0.046
H 2.921 1.072 0.144
H 2.832 -0.575 0.299
H 0.837 2.269 -0.194
H -0.767 1.359 -0.191
H -2.488 -2.062 0.227
H 0.260 -1.842 -0.216

Properties
E	-374.2818	Ha
charge	+1
LUMO level (spin up / spin down)	-6.673 / -6.004	eV
HOMO-LUMO gap (spin up / spin down)	7.720 / 8.956	eV



DFT (wB97M-V/def2-TZVPD) results for a single C3H7NO molecule.

Element x y z (Å)
C -1.246 -0.370 -0.080
C 0.190 0.067 -0.016
C 1.257 -0.977 0.156
N 0.582 1.282 -0.063
O -0.486 2.170 -0.183
H -1.327 -1.354 -0.554
H -1.850 0.356 -0.627
H -1.653 -0.450 0.936
H 1.232 -1.703 -0.664
H 1.100 -1.536 1.086
H 2.244 -0.512 0.191
H -0.042 3.026 -0.181

Properties
E	-248.4497	Ha
SMILES string	CC(C)=NO
charge	0
LUMO level	1.082	eV
HOMO-LUMO gap	10.519	eV



DFT (wB97M-V/def2-TZVPD) results for a molecular structure, C27H54AlCl3F4Li2MgN9NaO8S at a distorted geometry.

Element x y z (Å)
C -2.823 -2.065 -2.352
C -2.670 -0.413 -2.548
N -1.278 -0.075 -3.025
C -0.257 0.010 -1.935
N -0.688 -0.132 -0.459
C 0.648 -0.048 0.315
N 0.799 -0.759 1.467
C 2.144 -0.723 2.156
C 3.219 -1.680 1.303
C 4.094 -2.558 2.425
C 5.440 -1.742 2.948
N 5.381 -1.331 4.406
C 5.313 0.197 4.534
C 6.501 1.223 4.002
O 4.217 0.772 5.101
C -0.257 -1.626 2.154
C 0.261 -3.202 2.365
C -0.671 -0.950 3.628
C -1.657 0.343 3.240
N 1.449 0.861 -0.534
C 2.554 1.720 -0.050
C 2.227 2.803 1.125
S 3.883 3.107 2.028
C 3.543 3.768 3.746
N 4.390 4.518 4.749
N 3.522 4.757 5.829
C 2.153 4.154 5.500
O 2.132 3.490 4.171
C 0.619 1.414 -1.716
C -0.204 2.744 -1.233
C -1.735 2.881 -1.788
C -2.961 3.027 -0.658
N -2.149 2.892 -3.097
C 1.436 1.498 -3.134
C 2.029 2.975 -3.518
O 1.008 3.900 -4.112
C 3.229 2.893 -4.681
N 4.626 3.028 -4.101
H -3.679 -2.528 -3.000
H -1.758 -2.500 -2.674
H -2.912 -2.332 -1.193
H -3.045 0.196 -1.623
H -3.404 -0.155 -3.452
H -0.971 -0.653 -3.840
H 0.509 -0.835 -2.196
H -0.940 -1.165 -0.502
H 2.067 -1.259 3.221
H 2.570 0.344 2.374
H 2.631 -2.462 0.660
H 4.012 -1.060 0.707
H 3.432 -2.955 3.309
H 4.506 -3.530 1.872
H 6.371 -2.463 2.840
H 5.543 -0.771 2.291
H 6.325 -1.581 4.829
H 6.589 1.217 2.829
H 7.567 0.973 4.453
H 6.251 2.348 4.305
H -1.266 -1.711 1.572
H -0.699 -3.892 2.449
H 0.866 -3.565 1.430
H 0.961 -3.319 3.304
H 0.260 -0.608 4.250
H -1.380 -1.704 4.212
H -0.980 1.259 2.912
H -2.300 0.069 2.287
H -2.348 0.673 4.128
H 3.413 1.009 0.376
H 3.064 2.274 -0.973
H 1.833 3.844 0.741
H 1.452 2.329 1.865
H 1.156 4.134 6.113
H 0.337 3.769 -1.447
H -0.292 2.666 -0.045
H -3.118 4.179 -0.382
H -2.642 2.519 0.370
H -3.944 2.501 -1.019
H -1.294 2.757 -3.679
H 0.831 1.117 -4.074
H 2.360 0.750 -3.034
H 2.505 3.572 -2.630
H 0.918 3.703 -5.111
H 3.083 3.838 -5.395
H 3.099 1.954 -5.390
H 5.064 2.094 -3.948
H 4.653 3.634 -3.253
F -7.909 -0.639 0.019
Al -6.421 -1.652 -0.024
F -5.026 -0.698 0.599
F -6.090 -2.162 -1.720
F -6.658 -3.111 1.005
Na 5.134 2.187 0.240
C -6.707 -5.527 -0.790
O -7.018 -6.528 -0.163
O -5.548 -5.144 -0.991
O -7.501 -4.742 -1.320
Li 7.319 1.886 -2.528
O 0.686 5.736 8.590
H 1.197 5.298 7.935
C -2.644 -4.445 -5.715
Cl -3.627 -2.976 -5.690
Cl -1.247 -4.294 -4.642
H -3.256 -5.289 -5.386
H -2.292 -4.621 -6.735
Li -9.730 -0.920 0.563
Cl -8.988 -5.073 -2.783
O -10.424 -2.953 -5.161
H -10.579 -3.832 -4.731
H -10.225 -3.052 -6.126
H -9.714 -2.442 -4.695
Mg 0.543 -5.351 1.161

Properties
E	-4952.6441	Ha
charge	+2
LUMO level	-8.476	eV
HOMO-LUMO gap	1.200	eV



DFT (wB97M-V/def2-TZVPD) results for a gas-phase ion, C8H10BBr2INO3S (charge +1) at a distorted geometry.

Element x y z (Å)
C -3.427 -1.683 -2.130
C -2.007 -1.650 -1.264
Br -1.444 -3.456 -0.502
C -1.192 -0.391 -1.053
Br -1.805 1.359 -1.906
C 0.208 -0.367 -0.138
B 1.457 -1.095 -0.987
O 1.909 -2.484 -0.655
O 2.196 -0.425 -2.094
S 0.046 -0.937 1.679
C -0.992 0.613 2.045
N -0.493 1.608 1.224
C 0.650 1.192 0.275
C 2.068 1.405 1.080
C 1.948 2.267 2.471
O 2.065 3.605 2.372
I 1.659 1.443 4.488
H -4.170 -2.355 -1.480
H -3.941 -0.636 -2.228
H -3.273 -2.257 -3.138
H 1.981 -3.044 -1.485
H 3.112 -0.162 -1.784
H -1.857 0.614 2.833
H -0.971 2.549 1.282
H 0.804 1.910 -0.666
H 2.853 1.989 0.396
H 2.615 0.387 1.365

Properties
E	-6459.6741	Ha
charge	+1
LUMO level	-5.164	eV
HOMO-LUMO gap	7.291	eV



DFT (wB97M-V/def2-TZVPD) results for 2 unconnected molecules or ions with the total composition C19H18Cl2N.

Element x y z (Å)
C 1.378 3.472 -1.601
C 0.070 2.773 -1.575
C -0.174 1.508 -2.062
N -1.496 1.216 -1.862
C -2.104 2.286 -1.253
C -3.538 2.346 -0.890
C -1.148 3.262 -1.066
H 1.305 4.459 -1.146
H 2.132 2.903 -1.056
H 1.729 3.598 -2.626
H 0.556 0.866 -2.528
H -1.975 0.351 -2.124
H -3.789 3.294 -0.415
H -4.166 2.238 -1.776
H -3.795 1.544 -0.196
H -1.302 4.228 -0.617
Cl -0.356 -6.011 -2.595
C 0.075 -4.605 -1.710
C 0.813 -3.598 -2.319
C 1.165 -2.480 -1.614
C 0.793 -2.311 -0.257
C 1.201 -1.112 0.379
C 1.023 -0.579 1.680
C 1.509 0.731 1.912
C 1.376 1.341 3.128
C 0.753 0.677 4.178
Cl 0.576 1.450 5.700
C 0.275 -0.615 3.990
C 0.409 -1.234 2.776
C 0.029 -3.350 0.329
C -0.314 -4.469 -0.382
H 1.096 -3.713 -3.351
H 1.733 -1.704 -2.095
H 1.757 -0.457 -0.272
H 1.990 1.255 1.104
H 1.747 2.337 3.292
H -0.194 -1.120 4.819
H 0.065 -2.243 2.687
H -0.313 -3.274 1.340
H -0.889 -5.259 0.074

Properties
E	-1709.6855	Ha
charge	+1
LUMO level	-6.012	eV
HOMO-LUMO gap	4.215	eV



DFT (wB97M-V/def2-TZVPD) results for 2 unconnected molecules or ions with the total composition C2H6N2O2 at a distorted geometry.

Element x y z (Å)
C 0.580 -1.129 -0.939
N -0.901 0.279 0.459
C 1.482 -0.354 -0.225
O -1.933 -0.059 1.355
O -1.309 1.415 -0.292
N 2.717 -0.158 -0.109
H -2.177 1.224 -0.682
H -2.240 0.780 1.741
H 2.933 0.541 0.602
H 0.132 -0.758 -1.850
H 0.185 -2.046 -0.524
H 0.530 0.265 0.466

Properties
E	-339.5187	Ha
charge	0
LUMO level (spin up / spin down)	-0.218 / -0.493	eV
HOMO-LUMO gap (spin up / spin down)	8.585 / 7.700	eV



Which of these has the highest E? C3H7NO